(1)
One molecule with the formula C19H31NO2S, computed with ωB97M-V with the def2-TZVPD basis set.

```
! RIJCOSX wB97M-V def2-TZVPD def2/J DEFGRID3
* xyz 0 1
C 5.851 0.643 1.785
H 5.769 1.651 2.185
C 4.473 0.012 1.645
C 3.581 0.819 0.707
C 2.186 0.250 0.622
O 1.776 -0.552 1.450
C 1.307 0.733 -0.457
C 0.326 -0.092 -1.001
N 0.411 -1.425 -1.009
C 1.581 -2.199 -0.660
C 1.377 -3.530 -1.374
C -0.131 -3.711 -1.256
H -0.386 -4.046 -0.251
C -0.653 -2.295 -1.486
H -0.833 -2.120 -2.553
H -1.580 -2.108 -0.938
H -0.536 -4.420 -1.975
H 1.671 -3.451 -2.422
H 1.942 -4.335 -0.911
H 1.634 -2.340 0.427
H 2.486 -1.669 -0.970
C -0.854 0.482 -1.737
C -1.068 1.960 -1.434
C 0.254 2.666 -1.702
C 1.367 2.141 -0.808
O 2.241 2.912 -0.443
H 0.181 3.744 -1.545
H 0.555 2.504 -2.742
C -1.523 2.207 0.009
C -2.927 1.726 0.383
C -4.018 2.167 -0.582
H -3.913 1.665 -1.540
H -3.968 3.243 -0.737
H -4.999 1.922 -0.180
H -3.145 2.117 1.381
S -2.994 -0.106 0.608
C -4.020 -0.201 2.117
C -4.279 -1.651 2.474
H -3.339 -2.170 2.649
H -4.805 -2.153 1.665
H -4.885 -1.709 3.376
H -4.954 0.327 1.918
H -3.473 0.306 2.914
H -0.809 1.743 0.691
H -1.496 3.286 0.188
H -1.825 2.358 -2.118
H -1.754 -0.074 -1.475
H -0.690 0.354 -2.813
H 3.493 1.848 1.064
H 4.012 0.876 -0.295
H 4.572 -1.008 1.262
H 3.991 -0.053 2.621
H 6.476 0.056 2.456
H 6.346 0.701 0.818
*
```

- SMILES: CCCC(=O)C1=C(N2CCCC2)C[C@@H](C[C@@H](C)SCC)CC1=O
- E_tot: -1346.01494 Eh
- M: 337.529 g/mol

Mulliken population analysis, charges in e, atoms 1 to 8: -1.332, 0.323, -0.183, -0.835, 0.202, -0.720, 0.354, 1.041



(2)
C19H32AsN2O6ScSe as an isolated structure at a distorted geometry, computed with ωB97M-V with the def2-TZVPD basis set.

```
! RIJCOSX wB97M-V def2-TZVPD def2/J DEFGRID3
* xyz 0 1
Sc -0.089 -0.537 0.613
O 2.833 -1.568 3.388
C 2.063 -1.750 2.466
O 1.410 -0.753 1.876
C 1.932 -3.042 1.707
C 2.413 -2.698 0.295
C 2.802 -3.896 -0.591
C 1.424 -4.576 -0.803
C 0.514 -3.604 -0.111
O 1.129 -2.330 -0.385
C 0.558 -3.647 1.410
C -0.572 -2.974 2.089
O -0.826 -3.286 3.244
O -1.233 -2.088 1.419
H 2.551 -3.755 2.251
H 3.096 -1.851 0.321
H 3.234 -3.545 -1.511
H 3.520 -4.537 -0.029
H 1.166 -4.616 -1.870
H 1.350 -5.565 -0.370
H -0.518 -3.489 -0.466
H 0.602 -4.645 1.846
C -2.922 -2.565 -2.159
As -2.236 -0.865 -1.406
C -2.161 0.124 -3.079
C -3.872 -0.159 -0.596
H -3.809 -2.315 -2.737
H -3.196 -3.268 -1.413
H -2.177 -3.005 -2.859
H -3.046 -0.105 -3.650
H -1.318 -0.203 -3.642
H -1.979 1.193 -2.831
H -4.771 -0.332 -1.232
H -3.823 0.929 -0.360
H -4.044 -0.643 0.369
C 2.801 1.210 -1.483
C 1.519 1.871 -0.886
C 0.787 2.689 -1.923
O 0.665 0.873 -0.393
H 3.563 1.982 -1.684
H 2.503 0.608 -2.383
H 3.236 0.531 -0.742
H 1.795 2.485 -0.045
H 0.571 2.120 -2.884
H 1.378 3.565 -2.250
H -0.167 3.017 -1.544
C -2.711 4.292 0.506
N -1.389 4.178 1.077
C -0.474 5.226 1.266
C 0.659 4.680 1.804
N 0.390 3.325 1.993
C 1.278 2.293 2.583
C -0.842 3.019 1.611
Se -1.678 1.436 1.924
H -2.892 3.462 -0.181
H -2.797 5.153 -0.187
H -3.464 4.380 1.295
H -0.750 6.242 0.948
H 1.544 5.160 2.180
H 1.437 1.508 1.910
H 0.848 1.865 3.506
H 2.183 2.793 2.789
*
```

- E_tot: -6702.25129 Eh
- M: 583.311 g/mol

Mulliken population analysis, charges in e, atoms 1 to 8: 0.089, -0.721, 0.071, -0.294, 0.062, -0.203, -0.910, -1.088



(3)
A 5-piece molecular cluster, C19H32B3BrO11 overall at a distorted geometry, computed with ωB97M-V with the def2-TZVPD basis set.

```
! RIJCOSX wB97M-V def2-TZVPD def2/J DEFGRID3
* xyz 0 1
C -3.444 2.367 0.079
C -2.126 2.834 -0.820
C -1.012 1.594 -0.953
Br -0.229 1.432 -2.789
B 0.138 1.809 0.204
O 1.547 1.352 0.125
B 1.627 0.312 1.212
O 1.091 0.638 2.574
B -0.215 1.338 2.468
O -0.248 2.485 1.492
H -3.072 1.705 0.991
H -4.186 1.664 -0.531
H -4.090 3.297 0.424
H -2.462 3.056 -1.931
H -1.607 3.783 -0.318
H -1.621 0.618 -0.636
H 2.083 -0.754 0.928
H -1.193 1.019 3.082
O -1.837 3.649 -5.004
C -1.290 3.142 -5.969
O -1.824 2.129 -6.712
C -0.871 1.711 -7.688
C 0.063 2.880 -7.858
C 0.072 3.499 -6.483
H -0.357 0.819 -7.314
H -1.384 1.459 -8.621
H 1.055 2.591 -8.214
H -0.361 3.591 -8.578
H 0.828 3.044 -5.837
H 0.203 4.582 -6.532
O 2.486 -2.857 1.967
C 2.995 -3.478 1.048
O 2.535 -3.467 -0.237
C 3.300 -4.385 -1.016
C 4.598 -4.555 -0.271
C 4.176 -4.393 1.168
H 2.741 -5.324 -1.097
H 3.456 -3.978 -2.019
H 5.092 -5.508 -0.478
H 5.290 -3.749 -0.543
H 3.851 -5.341 1.605
H 4.967 -3.940 1.769
O 6.889 0.254 5.555
C 5.697 0.492 5.450
O 5.112 1.012 4.332
C 3.733 1.262 4.598
C 3.383 0.366 5.757
C 4.675 0.306 6.531
H 3.611 2.323 4.842
H 3.138 1.031 3.710
H 2.537 0.733 6.345
H 3.129 -0.636 5.388
H 4.759 1.127 7.248
H 4.800 -0.658 7.029
O -6.874 0.000 2.700
C -6.408 -0.689 1.808
O -5.381 -0.304 0.995
C -5.169 -1.306 0.001
C -5.756 -2.568 0.577
C -6.899 -2.049 1.412
H -5.673 -0.995 -0.921
H -4.098 -1.407 -0.198
H -6.064 -3.287 -0.187
H -5.020 -3.057 1.225
H -7.816 -1.941 0.826
H -7.071 -2.676 2.290
*
```

- SMILES: CC[C@@H](Br)B1OBOBO1.O=C1CCCO1.O=C1CCCO1.O=C1CCCO1.O=C1CCCO1
- E_tot: -4219.55941 Eh
- M: 548.794 g/mol

Mulliken population analysis, charges in e, atoms 1 to 8: -0.760, -0.149, -0.213, -0.175, 0.463, -0.410, 0.622, -0.482



(4)
A 4-piece molecular cluster, C19H32BrCl6N2O2 overall at a distorted geometry, computed with ωB97M-V with the def2-TZVPD basis set.

```
! RIJCOSX wB97M-V def2-TZVPD def2/J DEFGRID3
* xyz 1 1
C -4.707 0.874 -2.643
C -3.408 0.750 -1.847
C -2.417 -0.284 -2.449
C -2.716 2.124 -1.678
C -1.863 2.100 -0.427
C -2.543 2.199 0.791
C -1.854 2.164 1.995
C -0.477 2.009 1.975
C 0.328 1.944 3.244
O 0.542 0.614 3.696
N 1.372 -0.156 2.827
O 0.849 -1.143 2.529
N 0.158 1.923 0.789
C -0.462 1.981 -0.410
C 0.398 1.925 -1.632
C 1.444 3.039 -1.711
C 2.639 2.892 -0.776
Br 0.608 4.779 -1.436
H -4.621 1.550 -3.486
H -5.503 1.186 -1.972
H -4.989 -0.115 -2.989
H -3.654 0.398 -0.847
H -1.559 0.236 -2.857
H -2.889 -0.881 -3.218
H -2.034 -0.921 -1.656
H -2.154 2.380 -2.565
H -3.474 2.882 -1.500
H -3.616 2.293 0.798
H -2.379 2.247 2.933
H -0.218 2.419 4.045
H 1.300 2.414 3.080
H 1.167 1.812 0.821
H 0.922 0.968 -1.643
H -0.194 1.968 -2.528
H 1.823 3.046 -2.724
H 2.406 3.333 0.194
H 2.885 1.846 -0.598
H 3.527 3.389 -1.146
Cl -6.118 2.552 4.922
C -5.166 1.100 5.315
C -4.026 1.401 6.252
Cl -2.770 2.414 5.479
H -4.808 0.672 4.381
H -5.842 0.388 5.784
H -3.545 0.474 6.557
H -4.364 1.925 7.142
Cl 2.017 -1.402 -0.084
C 2.959 -2.811 0.486
C 4.396 -2.742 0.044
Cl 4.567 -2.938 -1.718
H 2.466 -3.707 0.119
H 2.904 -2.807 1.574
H 4.959 -3.548 0.511
H 4.855 -1.796 0.320
Cl 5.693 -7.591 -2.290
C 4.943 -6.388 -3.370
C 5.551 -6.396 -4.748
Cl 7.230 -5.800 -4.743
H 5.043 -5.413 -2.899
H 3.885 -6.637 -3.435
H 4.982 -5.738 -5.403
H 5.551 -7.395 -5.177
*
```

- E_tot: -6338.03023 Eh
- M: 613.099 g/mol

Mulliken population analysis, charges in e, atoms 1 to 8: -1.670, 1.015, -1.217, -2.134, 0.687, -0.316, -0.626, 1.129



(5)
A 2-piece molecular cluster, C19H32Cl2NO8P2S overall at a distorted geometry, computed with ωB97M-V with the def2-TZVPD basis set.

```
! RIJCOSX wB97M-V def2-TZVPD def2/J DEFGRID3
* xyz 1 1
C 1.308 -5.275 1.060
C 2.244 -4.157 0.463
Cl 2.575 -2.975 1.837
C 1.593 -3.407 -0.803
N 1.115 -2.051 -0.442
C -0.154 -1.999 0.113
C -0.775 -0.752 0.479
C -2.209 -0.600 1.064
C -2.823 -1.935 1.648
C -4.306 -2.181 1.143
C -4.404 -2.380 -0.411
S -3.656 -3.974 -0.982
O -2.679 -3.616 -2.011
O -3.044 -4.695 0.128
Cl -5.150 -5.089 -1.882
C -0.013 0.508 0.252
C -0.634 1.883 0.626
O -0.620 2.220 1.779
O -1.160 2.736 -0.318
C 1.320 0.384 -0.338
C 2.132 1.688 -0.597
P 3.093 2.039 0.978
O 2.183 1.669 2.100
O 4.462 1.114 1.150
O 3.359 3.675 1.027
C 1.897 -0.939 -0.694
P 3.595 -0.911 -1.478
C 4.674 -2.335 -0.938
C 3.515 -0.733 -3.342
H 0.213 -5.012 1.029
H 1.550 -5.365 2.158
H 1.489 -6.295 0.631
H 3.211 -4.648 0.166
H 2.288 -3.409 -1.675
H 0.682 -3.992 -1.105
H -0.706 -2.962 0.240
H -2.295 0.239 1.810
H -2.858 -0.273 0.196
H -2.187 -2.842 1.524
H -2.920 -1.776 2.762
H -5.022 -1.404 1.529
H -4.617 -3.157 1.618
H -4.003 -1.541 -1.028
H -5.500 -2.459 -0.670
H -1.526 3.476 0.221
H 2.766 1.631 -1.514
H 1.411 2.538 -0.766
H 5.206 1.671 0.833
H 4.032 3.847 1.715
H 5.726 -2.075 -1.255
H 4.449 -3.319 -1.437
H 4.723 -2.447 0.180
H 2.448 -0.476 -3.615
H 4.113 0.169 -3.651
H 3.815 -1.641 -3.921
C -2.254 7.456 -1.045
C -2.722 6.840 0.248
O -3.372 5.814 0.259
C -2.353 7.548 1.525
H -2.591 6.843 -1.881
H -2.674 8.458 -1.154
H -1.163 7.503 -1.062
H -2.778 8.554 1.529
H -1.267 7.599 1.622
H -2.755 6.995 2.374
*
```

- E_tot: -3400.91408 Eh
- M: 567.385 g/mol

Mulliken population analysis, charges in e, atoms 1 to 8: -1.166, 0.263, -0.148, -1.196, 0.265, -0.262, 0.583, -0.455



(6)
C19H32Cl4NO5PPd as an isolated structure at a distorted geometry, computed with ωB97M-V with the def2-TZVPD basis set.

```
! RIJCOSX wB97M-V def2-TZVPD def2/J DEFGRID3
* xyz 0 5
Pd 0.542 -2.302 0.157
Cl -0.078 0.265 7.156
C -0.327 -0.519 5.648
C 0.770 -0.962 4.915
C 0.557 -1.592 3.714
Cl 1.841 -2.141 2.714
C -0.745 -1.795 3.156
O -0.919 -2.374 2.050
C -1.824 -1.286 3.947
Cl -3.404 -1.508 3.327
C -1.624 -0.682 5.168
H 1.774 -0.825 5.281
H -2.462 -0.333 5.747
O -1.525 -3.601 -0.460
Cl -0.426 -4.491 -0.633
O -0.862 -5.750 -1.064
O 0.443 -3.894 -1.623
O 0.313 -4.608 0.582
C 0.006 3.644 -0.471
C 0.342 2.332 0.225
C -0.586 2.119 1.421
C 1.776 2.350 0.760
P 0.151 0.762 -0.876
N 0.824 -0.391 -0.058
C 1.091 0.949 -2.555
C 1.429 -0.449 -3.080
C 0.318 1.748 -3.599
C 2.418 1.653 -2.282
C -1.704 0.324 -1.206
C -2.553 1.506 -1.662
C -1.722 -0.792 -2.250
C -2.310 -0.283 0.058
H 0.063 4.457 0.252
H -0.997 3.635 -0.886
H 0.705 3.866 -1.271
H -0.349 2.833 2.209
H -0.448 1.119 1.829
H -1.628 2.266 1.154
H 1.820 2.926 1.684
H 2.474 2.800 0.064
H 2.097 1.334 0.985
H 0.581 -0.960 -3.523
H 1.823 -1.078 -2.277
H 2.198 -0.363 -3.849
H -0.570 1.228 -3.944
H 0.958 1.905 -4.467
H 0.024 2.722 -3.220
H 2.956 1.151 -1.483
H 2.276 2.700 -2.029
H 3.037 1.618 -3.179
H -2.134 2.010 -2.526
H -2.686 2.230 -0.864
H -3.539 1.136 -1.937
H -1.468 -0.446 -3.249
H -2.723 -1.219 -2.294
H -1.046 -1.604 -1.955
H -2.468 0.431 0.860
H -1.688 -1.110 0.418
H -3.278 -0.711 -0.202
C 2.941 -2.927 -0.098
H 3.521 -2.018 0.010
H 2.922 -3.341 -1.099
H 3.101 -3.662 0.681
*
```

- E_tot: -3483.67583 Eh
- M: 633.673 g/mol

Mulliken population analysis, charges in e, atoms 1 to 8: 0.735, -0.179, 0.637, -0.944, 0.759, -0.134, -0.440, -0.452



(7)
C19H32F3N2O11STi as an isolated structure at a distorted geometry, computed with ωB97M-V with the def2-TZVPD basis set.

```
! RIJCOSX wB97M-V def2-TZVPD def2/J DEFGRID3
* xyz 1 5
Ti -0.180 0.447 -0.266
C 2.063 4.446 0.186
F 2.726 5.331 0.854
F 1.567 4.912 -0.963
F 2.852 3.421 -0.046
S 0.585 3.751 1.238
O -0.472 4.743 1.352
O 0.114 2.545 0.469
O 1.136 3.448 2.593
C 3.048 0.403 1.932
C 3.083 -0.078 0.514
O 2.000 -0.491 0.070
N 4.208 -0.076 -0.124
C 4.461 -0.618 -1.437
H 2.551 1.365 2.052
H 4.071 0.438 2.306
H 2.402 -0.180 2.588
H 5.040 0.059 0.432
H 3.529 -0.955 -1.890
H 5.288 -1.328 -1.440
H 4.753 0.204 -2.091
C 1.938 0.597 -4.616
C 1.504 1.444 -3.412
O 0.497 1.075 -2.761
N 2.145 2.492 -3.003
C 3.230 3.061 -3.803
H 1.115 -0.066 -4.883
H 2.764 -0.073 -4.375
H 2.197 1.200 -5.486
H 1.825 2.959 -2.167
H 3.941 2.251 -3.966
H 3.740 3.888 -3.308
H 2.903 3.422 -4.778
O -0.602 -0.837 2.364
C -0.109 -1.743 3.041
O 0.463 -1.617 4.240
C 0.937 -2.862 4.742
C 0.346 -4.005 3.962
C -0.137 -3.270 2.702
H 0.639 -2.971 5.785
H 2.027 -2.839 4.731
H -0.499 -4.470 4.469
H 0.998 -4.855 3.762
H -1.189 -3.448 2.478
H 0.442 -3.563 1.826
O -2.438 0.776 -0.406
C -3.367 1.150 0.303
O -4.548 0.440 0.371
C -5.484 1.127 1.205
C -5.021 2.575 1.234
C -3.493 2.364 1.180
H -5.654 0.745 2.212
H -6.439 1.125 0.678
H -5.364 3.115 2.116
H -5.425 3.048 0.339
H -3.002 2.130 2.125
H -3.001 3.199 0.682
O -0.865 -1.810 -0.312
C -1.780 -2.490 -0.731
O -1.862 -3.803 -0.375
C -2.798 -4.494 -1.153
C -3.214 -3.578 -2.319
C -2.955 -2.194 -1.688
H -3.629 -4.837 -0.537
H -2.292 -5.337 -1.624
H -4.269 -3.723 -2.555
H -2.530 -3.814 -3.134
H -3.835 -1.892 -1.121
H -2.675 -1.385 -2.363
*
```

- E_tot: -3227.25708 Eh
- M: 601.396 g/mol

Mulliken population analysis, charges in e, atoms 1 to 8: 0.992, 0.551, -0.173, -0.171, -0.189, 1.017, -0.561, -0.338



(8)
One molecule with the formula C19H32N2O2, computed with ωB97M-V with the def2-TZVPD basis set.

```
! RIJCOSX wB97M-V def2-TZVPD def2/J DEFGRID3
* xyz 0 1
C -3.535 -1.218 0.560
H -4.283 -0.805 1.233
C -3.190 -2.648 0.956
H -2.873 -2.671 2.000
C -2.096 -3.232 0.060
N -0.903 -2.405 0.022
C -0.130 -2.470 1.244
C 0.986 -1.429 1.239
H 0.547 -0.435 1.151
H 1.509 -1.508 2.195
C 1.943 -1.655 0.068
N 2.944 -0.605 -0.109
C 4.070 -1.038 -0.902
H 4.684 -0.175 -1.152
H 3.727 -1.486 -1.832
H 4.702 -1.776 -0.377
C 3.358 0.226 1.003
H 4.419 0.061 1.238
C 3.146 1.719 0.665
C 1.683 1.973 0.471
C 0.855 2.285 1.537
C -0.513 2.397 1.359
C -1.101 2.182 0.119
C -0.272 1.845 -0.966
C 1.101 1.767 -0.770
H 1.714 1.517 -1.621
O -0.695 1.608 -2.247
C -1.920 0.933 -2.447
H -1.908 0.619 -3.491
H -2.779 1.583 -2.271
H -1.992 0.052 -1.803
O -2.450 2.298 -0.112
C -3.293 2.607 0.967
H -3.065 3.592 1.389
H -4.301 2.619 0.556
H -3.236 1.850 1.756
H -1.125 2.657 2.208
H 1.273 2.444 2.521
H 3.693 1.960 -0.246
H 3.538 2.325 1.484
H 2.789 0.006 1.904
C 1.086 -1.716 -1.207
C -0.040 -2.734 -1.095
H -0.634 -2.716 -2.013
H 0.385 -3.752 -0.986
H 0.661 -0.727 -1.366
H 1.699 -1.968 -2.072
H 2.440 -2.635 0.215
H -0.788 -2.268 2.092
H 0.306 -3.479 1.385
H -2.485 -3.286 -0.961
H -1.867 -4.263 0.386
H -4.074 -3.283 0.871
H -3.929 -1.188 -0.453
H -2.641 -0.603 0.599
*
```

- SMILES: CCCN1CCC(N(C)CCc2ccc(OC)c(OC)c2)CC1
- E_tot: -1003.13000 Eh
- M: 320.477 g/mol

Mulliken population analysis, charges in e, atoms 1 to 8: -0.503, 0.445, -0.693, 0.317, -1.069, 1.103, -1.523, 0.016